1.
C2H5NO2S in the gas phase in a non-equilibrium geometry, computed with ωB97M-V with the def2-TZVPD basis set.

```
11
Properties=species:S:1:pos:R:3:forces:R:3:mulliken_charge:R:1
C 2.1863 -0.5027 0.0583 -0.08 -1.07 1.83 -0.499
O 0.8759 -0.9772 0.3127 -3.80 1.04 0.37 -0.350
C -0.1848 0.0818 0.3613 3.22 -1.60 -0.90 0.607
O 0.0786 1.2317 0.1922 -0.39 -0.23 0.18 -0.482
S -1.7393 -0.6719 0.4562 -0.73 0.73 -0.33 0.047
N -2.6864 0.7826 -0.0710 0.88 -1.06 0.04 -0.541
H 2.5585 -1.0437 -0.8234 0.13 0.27 0.39 0.192
H 2.7413 -0.7937 1.0440 -0.31 1.05 -2.07 0.178
H 1.9823 0.5341 -0.1311 1.34 0.79 0.00 0.311
H -2.2813 1.0034 -0.9784 0.56 0.41 0.07 0.271
H -3.5311 0.3558 -0.4208 -0.82 -0.33 0.41 0.267
```
Forces are in eV/Å.

Output
Gap between HOMO and LUMO   9.83 eV
E_tot   -682.58371 a.u.
Structure (SMILES)   COC(=O)SN
LUMO level   0.35 eV
Relative energy (zero: lowest compared OMol25 entry of this formula, charge and spin)   35.1 kcal/mol

***

2.
A molecular structure, C8H9I3IrO4SSc in a non-equilibrium geometry, computed with ωB97M-V with the def2-TZVPD basis set.

```
27
Properties=species:S:1:pos:R:3:forces:R:3:mulliken_charge:R:1
I -1.7714 1.5155 -4.1230 0.14 0.04 -0.71 0.468
I -3.0976 -1.0762 -1.9311 -0.27 -0.40 -0.09 0.629
Sc -1.9773 1.4101 -1.3832 -0.47 0.30 0.33 0.420
Ir 0.5517 1.6267 0.3068 -2.18 -2.27 -2.15 0.858
S 0.4028 -0.1825 -1.2361 -0.10 0.55 0.36 0.011
C 2.1548 1.8782 1.3004 7.95 2.44 3.40 0.434
C 0.1998 3.4708 0.1254 -1.12 5.98 1.25 0.553
C 0.9180 -1.6708 -0.1897 0.09 -0.94 0.62 1.116
C 0.1250 -2.8752 -0.6726 0.41 0.27 -0.42 -1.476
C 0.6129 -1.4016 1.2802 -0.36 0.19 -0.06 -1.552
C 2.4298 -1.8287 -0.4418 -0.30 0.58 -0.68 -1.224
C -3.1009 2.7592 0.5561 -1.58 2.27 3.89 0.099
C -0.9687 1.3026 1.4001 -2.46 0.49 6.59 0.195
O -0.0518 4.6077 0.0615 1.11 -4.98 -0.20 -0.237
O 3.1719 2.1215 1.8229 -5.35 -1.45 -2.38 -0.170
O -3.5702 3.3731 1.4148 1.80 -2.42 -3.53 0.034
O -1.5656 1.1891 2.4253 2.88 0.14 -5.96 -0.177
H 0.4702 -3.7374 -0.0894 -0.27 -0.01 -0.15 0.435
H 0.3434 -3.0511 -1.7287 -0.09 -0.27 0.08 0.437
H -0.9492 -2.7216 -0.5343 0.02 -0.22 0.16 0.300
H 1.0925 -2.1964 1.8668 -0.05 0.23 0.05 0.499
H -0.4655 -1.4346 1.4818 0.21 0.02 0.06 0.341
H 1.0264 -0.4327 1.6353 0.14 -0.24 0.08 0.340
H 2.7660 -2.6816 0.1667 -0.04 0.20 -0.15 0.453
H 2.9856 -0.9126 -0.1623 -0.10 -0.60 -0.13 0.303
H 2.5703 -2.0587 -1.5122 0.36 0.05 0.50 0.446
I -4.3032 3.0072 -1.8398 -0.38 0.04 -0.78 0.463
```
Forces are in eV/Å.

Output
Gap between HOMO and LUMO (spin up / spin down)   6.32 / 5.27 eV
E_tot   -2765.69686 a.u.
Spin multiplicity   5
LUMO level (spin up / spin down)   -17.10 / -18.37 eV
Charge   +4
Relative energy (zero: lowest compared OMol25 entry of this formula, charge and spin)   38.9 kcal/mol

***

3.
C4H4N2S in the gas phase in a non-equilibrium geometry, computed with ωB97M-V with the def2-TZVPD basis set.

```
11
Properties=species:S:1:pos:R:3:forces:R:3:mulliken_charge:R:1
S 3.2627 -0.1524 -0.1257 -0.39 0.36 0.16 -0.114
N 2.0868 0.8525 0.1649 -0.59 0.21 -0.07 -0.376
C 0.7432 0.3986 0.1424 1.22 1.01 -0.46 0.845
C 0.3798 -0.9534 0.1367 -3.20 -0.25 -0.53 -0.492
C -1.0246 -0.9372 0.0018 1.51 -3.01 0.12 -0.428
N -1.4456 0.2999 -0.2169 4.62 2.32 0.95 0.021
C -0.3772 1.2346 -0.0159 -0.57 -1.54 -0.36 -0.725
H 0.9890 -1.8205 0.0079 0.33 -0.16 0.51 0.401
H -1.7595 -1.7829 0.0820 0.97 1.03 -0.38 0.333
H -2.3496 0.5236 -0.1421 -4.02 1.27 0.15 0.189
H -0.5049 2.3372 -0.0350 0.12 -1.24 -0.10 0.346
```
Forces are in eV/Å.

Output
Gap between HOMO and LUMO   7.02 eV
E_tot   -662.43750 a.u.
Structure (SMILES)   S=Nc1cc[nH]c1
LUMO level   -1.04 eV
Relative energy (zero: lowest compared OMol25 entry of this formula, charge and spin)   55.3 kcal/mol

***

4.
2 unconnected molecules or ions with the total composition CH6N5S in a non-equilibrium geometry, computed with ωB97M-V with the def2-TZVPD basis set.

```
13
Properties=species:S:1:pos:R:3:forces:R:3:mulliken_charge:R:1
C 1.5916 1.9424 0.3208 1.16 -0.67 0.55 0.542
N 0.1322 0.0672 -0.8412 -0.05 -1.70 1.13 -0.661
N 2.7012 1.5733 0.5159 -0.42 -0.02 -0.30 -0.336
N -2.0067 -0.8365 -0.7290 -0.44 -0.18 1.04 -0.573
N -0.1316 -1.3290 0.7798 -1.58 -1.36 -0.02 -0.506
N -0.6953 -0.6910 -0.2974 1.79 1.45 0.24 1.043
S 0.1049 2.4165 0.1675 -0.73 1.15 0.09 -0.320
H -0.2184 0.4717 -1.6546 -0.99 0.73 -2.26 0.305
H 3.2309 0.7180 0.4226 0.06 0.41 0.04 0.308
H -2.5582 0.0575 -0.7607 0.97 -1.05 0.25 0.310
H -2.4799 -1.6233 -0.2440 0.50 0.85 -0.37 0.332
H 0.8229 -1.6248 0.6042 -0.33 0.39 0.21 0.282
H -0.4935 -1.1422 1.7160 0.06 0.00 -0.61 0.274
```
Forces are in eV/Å.

Output
Gap between HOMO and LUMO (spin up / spin down)   8.17 / 8.17 eV
E_tot   -713.27285 a.u.
LUMO level (spin up / spin down)   -5.24 / -5.24 eV
Charge   +1
Relative energy (zero: lowest compared OMol25 entry of this formula, charge and spin)   24.3 kcal/mol

***

Copy entry 3 word for word.
C4H4N2S in the gas phase in a non-equilibrium geometry, computed with ωB97M-V with the def2-TZVPD basis set.

```
11
Properties=species:S:1:pos:R:3:forces:R:3:mulliken_charge:R:1
S 3.2627 -0.1524 -0.1257 -0.39 0.36 0.16 -0.114
N 2.0868 0.8525 0.1649 -0.59 0.21 -0.07 -0.376
C 0.7432 0.3986 0.1424 1.22 1.01 -0.46 0.845
C 0.3798 -0.9534 0.1367 -3.20 -0.25 -0.53 -0.492
C -1.0246 -0.9372 0.0018 1.51 -3.01 0.12 -0.428
N -1.4456 0.2999 -0.2169 4.62 2.32 0.95 0.021
C -0.3772 1.2346 -0.0159 -0.57 -1.54 -0.36 -0.725
H 0.9890 -1.8205 0.0079 0.33 -0.16 0.51 0.401
H -1.7595 -1.7829 0.0820 0.97 1.03 -0.38 0.333
H -2.3496 0.5236 -0.1421 -4.02 1.27 0.15 0.189
H -0.5049 2.3372 -0.0350 0.12 -1.24 -0.10 0.346
```
Forces are in eV/Å.

Output
Gap between HOMO and LUMO   7.02 eV
E_tot   -662.43750 a.u.
Structure (SMILES)   S=Nc1cc[nH]c1
LUMO level   -1.04 eV
Relative energy (zero: lowest compared OMol25 entry of this formula, charge and spin)   55.3 kcal/mol